Density functional theory data (ωB97M-V/def2-TZVPD) for CH3INO as an isolated structure in a non-equilibrium geometry.

The energy above the lowest of the compared OMol25 structures with the same formula, charge and spin is 2.198 eV. Its spin multiplicity is 1. The calculation puts the HOMO energy (spin up / spin down) at -3.00 / -3.00 eV. The net charge is -1.

CARTESIAN COORDINATES (ANGSTROEM)
C1 -0.013 -0.294 0.671
N1 -0.227 0.758 -0.404
O1 0.758 1.534 -0.458
I1 -0.730 -0.562 -2.696
H1 -0.154 -1.306 0.298
H2 0.965 -0.201 1.033
H3 -0.600 0.071 1.556

Table of Löwdin atomic charges, one value per atom, all in e:
1 C -0.183
2 N -0.374
3 O -0.197
4 I -0.369
5 H 0.021
6 H 0.024
7 H 0.078